[1]
56
Properties=species:S:1:pos:R:3 method="wB97M-V/def2-TZVPD" e_above_lowest_kcal_mol=12.19 homo_ha=-0.442 total_charge=+1
C 0.367 -0.354 0.354
P 0.676 0.763 1.712
O 1.564 -0.152 2.699
P 2.299 2.095 0.939
H -0.711 -0.340 0.194
H 0.862 -0.107 -0.583
H 0.649 -1.355 0.677
H 1.518 0.203 3.606
H 3.457 1.438 0.530
H 1.864 2.845 -0.145
H 2.657 2.961 1.955
C 1.291 -4.718 0.033
C 0.204 -3.879 -0.614
O -0.837 -3.562 0.305
H 0.866 -5.640 0.429
H 2.072 -4.976 -0.684
H 1.750 -4.177 0.862
H -0.261 -4.418 -1.438
H 0.630 -2.952 -1.015
H -0.432 -3.104 1.056
C -0.233 -3.576 4.720
C -0.296 -3.946 3.254
O 0.194 -2.887 2.410
H -0.813 -2.673 4.911
H -0.631 -4.380 5.338
H 0.798 -3.391 5.031
H -1.322 -4.118 2.938
H 0.272 -4.859 3.060
H 1.113 -2.718 2.651
C 1.036 -1.052 -4.655
C 0.453 -0.946 -3.262
O 0.246 0.416 -2.855
H 1.986 -0.523 -4.714
H 1.200 -2.095 -4.927
H 0.360 -0.614 -5.391
H 1.132 -1.380 -2.530
H -0.498 -1.481 -3.199
H -0.337 0.838 -3.497
C -0.421 4.169 -4.200
C 0.169 4.256 -2.808
O -0.658 3.630 -1.818
H -1.402 4.642 -4.223
H 0.222 4.661 -4.929
H -0.542 3.127 -4.507
H 0.278 5.293 -2.500
H 1.162 3.790 -2.793
H -0.755 2.703 -2.069
C -2.856 2.807 2.541
C -2.717 4.273 2.177
O -1.392 4.597 1.740
H -2.161 2.549 3.341
H -3.870 2.565 2.861
H -2.618 2.185 1.673
H -2.914 4.900 3.044
H -3.428 4.549 1.394
H -1.243 4.116 0.916



[2]
109
Properties=species:S:1:pos:R:3 method="wB97M-V/def2-TZVPD" e_above_lowest_kcal_mol=1.58 homo_ha=-0.100 total_charge=-2
Ba 1.016 0.582 -1.145
C -1.069 -5.281 4.083
O -1.625 -5.501 2.792
C -1.693 -4.428 1.909
C -2.542 -4.685 0.853
C -2.438 -3.969 -0.309
C -1.702 -2.804 -0.443
C -1.425 -2.276 -1.788
C -2.331 -2.439 -2.958
O -0.390 -1.622 -1.952
C -0.894 -2.398 0.720
O -0.142 -1.400 0.841
C -0.950 -3.296 1.894
H -1.367 -6.179 4.645
H -1.449 -4.369 4.545
H 0.021 -5.126 4.087
H -3.030 -5.662 0.838
H -2.945 -4.439 -1.135
H -3.282 -2.914 -2.776
H -1.766 -3.000 -3.726
H -2.423 -1.464 -3.423
H -0.286 -2.953 2.681
O -1.417 1.751 -0.811
C -1.861 2.678 0.146
C -0.569 2.936 1.105
O -0.300 4.076 1.494
O 0.130 1.934 1.422
C -2.363 3.955 -0.395
C -2.445 4.271 -1.753
C -2.877 5.499 -2.163
C -3.348 6.410 -1.209
C -3.353 6.092 0.140
C -2.884 4.832 0.536
C -2.868 1.957 1.059
C -3.885 1.135 0.583
C -4.770 0.438 1.414
C -4.573 0.529 2.783
C -3.580 1.354 3.286
C -2.790 2.128 2.415
H -1.939 1.776 -1.659
H -2.186 3.496 -2.521
H -2.858 5.802 -3.202
H -3.508 7.443 -1.512
H -3.582 6.824 0.878
H -2.863 4.519 1.557
H -3.994 1.019 -0.497
H -5.501 -0.229 0.939
H -5.117 -0.095 3.459
H -3.343 1.453 4.336
H -2.020 2.730 2.829
C -0.245 -0.836 -6.152
S -2.016 -1.006 -6.212
C -2.516 0.687 -6.235
C -2.774 1.475 -5.182
S -2.921 1.026 -3.552
S -3.264 3.095 -5.653
C -3.239 2.938 -7.341
S -3.664 4.200 -8.411
S -2.721 1.381 -7.810
H 0.252 -1.816 -6.243
H 0.116 -0.459 -5.208
H 0.126 -0.148 -6.932
Br 3.160 7.524 -2.820
C 2.931 5.809 -2.151
C 2.425 5.552 -0.913
C 2.225 4.223 -0.531
N 2.559 3.182 -1.262
C 3.077 3.440 -2.478
C 3.238 4.723 -2.955
H 2.114 6.297 -0.208
H 1.802 4.038 0.488
H 3.282 2.608 -3.122
H 3.628 4.892 -3.980
C 3.634 -5.297 2.080
C 2.958 -5.309 0.702
C 3.560 -4.161 -0.185
C 2.830 -2.822 -0.225
N 2.536 -2.233 1.053
C 2.968 -1.082 1.570
S 4.228 -0.203 0.895
N 2.192 -0.704 2.631
C 2.363 0.403 3.510
C 3.436 0.076 4.560
C 3.239 -1.271 5.310
C 2.020 -1.275 6.243
H 3.245 -6.077 2.692
H 3.480 -4.319 2.563
H 4.699 -5.419 2.022
H 1.880 -5.210 0.803
H 3.178 -6.281 0.273
H 3.584 -4.566 -1.210
H 4.570 -4.011 0.178
H 1.866 -3.024 -0.721
H 3.313 -2.082 -0.855
H 1.694 -2.583 1.464
H 1.248 -1.056 2.523
H 1.376 0.654 3.882
H 2.612 1.303 2.918
H 3.540 0.889 5.269
H 4.394 0.087 4.007
H 4.149 -1.535 5.879
H 3.058 -2.064 4.573
H 2.090 -0.467 6.976
H 1.939 -2.211 6.779
H 1.089 -1.142 5.691
F 2.470 0.601 -4.088
C 2.961 -0.444 -3.148
F 4.180 0.138 -2.791
H 3.223 -1.219 -3.845



[3]
14
Properties=species:S:1:pos:R:3 method="wB97M-V/def2-TZVPD" e_above_lowest_kcal_mol=54.57 multiplicity=3 s2=2.015 homo_ha="-0.239 / -0.332"
C 1.041 0.188 0.127
C 0.803 -0.980 -0.869
C -1.542 1.145 2.075
C -0.658 -0.765 -1.394
N 0.484 0.056 1.508
N -0.420 0.747 1.866
I -2.075 2.812 3.292
H 2.023 0.257 0.388
H 0.798 1.075 -0.475
H 1.040 -1.851 -0.371
H 1.614 -0.712 -1.540
H -1.322 -0.609 -0.652
H -0.948 -1.562 -1.906
H -0.839 0.200 -2.048



[4]
13
Properties=species:S:1:pos:R:3 method="wB97M-V/def2-TZVPD" e_above_lowest_kcal_mol=24.56 homo_ha=-0.321
N 1.447 -1.504 0.081
C 2.007 -0.277 0.011
S 3.569 -0.006 -0.446
C 1.004 0.800 0.212
C -0.327 0.785 0.147
S -1.341 -0.643 -0.117
C -2.893 0.236 -0.354
O -3.923 -0.391 -0.365
H 2.049 -2.244 -0.088
H 0.739 -1.680 0.812
H 1.423 1.781 0.243
H -0.852 1.793 0.201
H -2.902 1.351 -0.338



[5]
61
Properties=species:S:1:pos:R:3 method="wB97M-V/def2-TZVPD" e_above_lowest_kcal_mol=54.34 homo_ha=-0.521 total_charge=+2
Al 10.264 13.683 -4.377
N 7.348 16.419 -2.326
S 7.131 16.917 -0.871
O 6.022 16.298 -0.190
O 7.594 18.227 -0.463
F 8.384 16.024 -0.315
S 6.279 17.615 -2.889
O 6.955 18.870 -3.187
O 4.902 17.627 -2.341
F 6.112 16.893 -4.323
C 15.675 15.966 -1.237
C 14.659 15.670 -2.384
C 15.252 15.430 -3.788
O 14.295 15.200 -4.784
C 14.739 15.437 -6.151
N 13.757 14.583 -1.983
H 16.455 16.626 -1.616
H 16.249 15.050 -1.088
H 15.301 16.366 -0.295
H 13.996 16.534 -2.442
H 16.014 14.651 -3.783
H 15.808 16.297 -4.144
H 15.103 16.446 -6.344
H 13.932 15.286 -6.868
H 15.593 14.808 -6.402
H 14.270 13.712 -1.976
H 13.620 14.792 -1.005
C 3.480 12.367 -2.976
C 4.482 11.755 -1.982
C 4.360 10.187 -2.005
O 5.215 9.543 -1.068
C 4.942 9.759 0.324
N 5.831 12.065 -2.357
H 2.552 11.800 -3.052
H 3.787 12.419 -4.021
H 3.298 13.406 -2.701
H 4.370 12.145 -0.970
H 4.604 9.742 -2.969
H 3.330 9.892 -1.804
H 5.638 9.192 0.943
H 3.953 9.405 0.614
H 5.020 10.801 0.634
H 6.473 11.734 -1.650
H 5.974 13.064 -2.359
C 14.919 9.168 -5.864
C 13.976 10.321 -5.896
C 13.178 10.197 -7.235
O 12.194 11.189 -7.365
C 11.591 11.365 -8.643
N 13.058 10.361 -4.764
H 15.685 9.371 -5.116
H 15.397 9.021 -6.833
H 14.415 8.225 -5.652
H 14.551 11.245 -5.835
H 12.785 9.181 -7.283
H 13.900 10.245 -8.051
H 11.271 10.438 -9.119
H 12.156 11.952 -9.367
H 10.714 12.012 -8.605
H 13.550 10.411 -3.884
H 12.622 9.450 -4.759



[6]
13
Properties=species:S:1:pos:R:3 method="wB97M-V/def2-TZVPD" e_above_lowest_kcal_mol=40.84 homo_ha=-0.357
C 1.042 0.634 1.044
C 0.761 0.091 -0.340
C 0.119 -1.257 -0.496
N -0.562 -0.061 -0.883
C -1.821 0.400 -0.582
O -2.809 -0.301 -0.583
H 1.007 1.727 1.080
H 2.054 0.332 1.341
H 0.343 0.233 1.785
H 1.500 0.376 -1.089
H 0.436 -1.926 -1.291
H -0.222 -1.738 0.420
H -1.862 1.494 -0.447



[7]
60
Properties=species:S:1:pos:R:3 method="wB97M-V/def2-TZVPD" e_above_lowest_kcal_mol=7.69 homo_ha=-0.403
O -8.799 -7.261 0.585
H -7.884 -7.333 0.336
H -8.844 -6.828 1.439
O -12.498 -10.108 -0.736
H -11.832 -9.663 -1.288
H -12.900 -9.475 -0.161
O -11.251 -12.595 4.258
H -11.163 -13.454 4.589
H -12.017 -12.630 3.626
O -10.377 -8.460 -1.506
H -9.426 -8.696 -1.274
H -10.510 -7.668 -0.966
O -13.727 -10.998 6.633
H -12.778 -11.300 6.538
H -13.835 -10.098 6.333
O -10.321 -12.198 0.035
H -10.329 -12.749 0.876
H -11.201 -11.802 -0.131
O -8.363 -10.089 -0.143
H -9.175 -9.762 0.321
H -8.579 -10.992 -0.307
O -11.765 -7.338 7.197
H -12.278 -8.070 7.551
H -12.357 -6.985 6.566
O -13.335 -12.731 2.333
H -14.238 -12.637 2.677
H -13.519 -13.205 1.502
O -11.717 -9.882 2.042
H -10.854 -10.145 2.516
H -11.706 -10.319 1.200
O -7.046 -10.951 2.200
H -6.205 -10.586 2.307
H -7.334 -10.542 1.302
O -9.457 -10.486 3.666
H -9.813 -11.382 3.843
H -8.569 -10.585 3.217
O -9.565 -6.411 3.007
H -9.606 -6.915 3.872
H -9.547 -5.506 3.288
O -15.701 -12.397 3.787
H -15.177 -12.324 4.599
H -15.765 -11.400 3.640
O -11.640 -7.090 0.876
H -10.956 -6.730 1.446
H -11.634 -8.005 1.170
O -8.449 -13.330 2.701
H -7.634 -12.956 2.385
H -8.549 -14.179 2.213
O -14.140 -6.887 5.410
H -14.334 -7.742 4.969
H -14.777 -6.826 6.140
O -14.136 -6.376 2.624
H -13.828 -6.321 3.536
H -13.316 -6.324 2.106
O -9.389 -8.117 5.259
H -9.498 -8.904 4.742
H -10.112 -8.097 5.883
O -13.915 -9.256 3.594
H -14.149 -8.388 3.156
H -13.273 -9.700 2.987



[8]
7
Properties=species:S:1:pos:R:3 method="wB97M-V/def2-TZVPD" e_above_lowest_kcal_mol=40.00 homo_ha=-0.326
C 0.696 0.021 0.109
N -0.735 -0.242 0.261
I -2.026 1.246 -0.469
H 0.865 1.058 0.583
H 1.146 -0.640 0.759
H 1.173 -0.114 -0.745
H -1.118 -1.329 -0.498